Entry from OMol25: a 2-piece molecular cluster, C4H10IN overall (ωB97M-V/def2-TZVPD).

ΔE to the lowest compared entry with this formula, charge and spin, kcal per mole: 35.6
HOMO, eV: -8.2
Kohn-Sham gap, eV: 8.54
Energy, a.u.: -510.7331
LUMO level, eV: 0.30

Structure (ORCA input):
```
! RIJCOSX wB97M-V def2-TZVPD def2/J DEFGRID3
* xyz 0 1
H -1.366 -0.078 1.042
H -0.447 2.302 -0.448
N 1.614 -0.340 0.821
H 1.181 2.098 0.034
H -1.670 0.266 -0.740
C 0.191 1.737 0.196
C -0.961 -0.319 0.004
C -1.045 -1.841 -0.406
H -0.057 1.871 1.234
C 0.173 0.407 -0.392
H -0.159 -2.325 0.040
H 0.642 0.222 -1.399
I 3.482 -0.227 -0.095
H 1.618 0.453 1.468
H -2.034 -2.123 0.067
H -1.163 -2.102 -1.426
*
```